Entry 1:
The following is a DFT calculation (the ωB97M-V functional and the def2-TZVPD basis) of 2 unconnected molecules or ions with the total composition CH6S3 in a non-equilibrium geometry.

Geometry as XYZ:
```
10
Properties=species:S:1:pos:R:3:forces:R:3:mulliken_charge:R:1
S 0.718 -2.646 0.342 0.509 1.924 -0.244 -0.273
H 0.098 -2.886 1.470 -0.407 -0.258 0.687 0.134
H 0.689 -3.864 -0.056 -0.097 -1.680 -0.440 0.137
C 0.804 1.370 -0.321 0.323 -3.147 -1.643 -0.501
S -0.702 2.407 -0.379 2.725 1.818 0.289 -0.058
S -2.280 1.346 -0.588 -1.845 -1.642 -2.216 -0.168
H 1.264 1.464 0.663 0.121 -0.027 -0.262 0.285
H 1.543 1.496 -1.181 -0.973 0.860 1.215 0.280
H 0.600 0.220 -0.549 -0.212 2.307 0.982 0.037
H -2.733 1.094 0.599 -0.143 -0.156 1.633 0.127
```
Positions in Å, forces in eV/Å.

Results
charge	0
frontier orbital gap	9.76	eV
HOMO energy	-9.072	eV
energy above the lowest of the compared OMol25 structures with the same formula, charge and spin	0.770	eV
calculated total energy	-1236.215051	a.u.
SMILES string	CSS.S

Entry 2:
The following is a DFT calculation (the ωB97M-V functional and the def2-TZVPD basis) of a single CH6SSi molecule in a non-equilibrium geometry.

Geometry as XYZ:
```
9
Properties=species:S:1:pos:R:3:forces:R:3:mulliken_charge:R:1
C 1.038 -0.801 0.266 0.158 -1.667 3.535 -0.551
Si -0.650 -0.130 -0.007 1.047 2.028 0.037 0.365
S 2.412 0.311 -0.455 0.698 -0.753 0.129 -0.266
H 1.090 -1.160 1.458 0.411 2.270 -2.239 0.258
H -0.490 1.035 0.951 -0.532 -0.068 -0.637 -0.088
H -0.375 0.300 -1.430 -1.117 -0.045 0.324 -0.093
H -1.881 -0.784 0.445 -0.039 -0.510 -0.349 -0.117
H 1.149 -1.876 0.064 0.639 0.505 -1.768 0.345
H 2.214 1.678 -0.825 -1.265 -1.760 0.967 0.146
```
Positions in Å, forces in eV/Å.

Results
charge	0
frontier orbital gap	9.62	eV
HOMO energy	-9.194	eV
energy above the lowest of the compared OMol25 structures with the same formula, charge and spin	2.798	eV
calculated total energy	-729.273840	a.u.
SMILES string	[SiH3]CS

Entry 3:
The following is a DFT calculation (the ωB97M-V functional and the def2-TZVPD basis) of 2 unconnected molecules or ions with the total composition CH7ClN2P in a non-equilibrium geometry.

Geometry as XYZ:
```
12
Properties=species:S:1:pos:R:3:forces:R:3:mulliken_charge:R:1
C -2.166 -0.318 -0.546 0.137 -0.040 0.130 -0.776
N 0.196 1.028 0.415 -0.547 -0.848 -0.203 -0.301
N 0.125 -1.779 0.277 -0.674 0.938 -0.223 -0.465
P -0.501 -0.407 0.105 0.556 -0.031 0.020 0.752
Cl 3.772 0.134 -0.188 -0.140 0.170 0.114 -0.268
H -2.391 0.659 -0.969 0.122 0.035 0.023 0.350
H -2.878 -0.549 0.248 0.098 0.047 0.093 0.347
H -2.257 -1.097 -1.307 0.140 0.054 0.030 0.317
H -0.255 1.917 0.270 -0.143 0.067 -0.042 0.272
H 1.159 1.067 0.729 0.064 -0.084 -0.031 0.212
H 1.066 -1.899 0.616 0.318 -0.175 0.152 0.289
H 4.131 1.245 0.351 0.068 -0.134 -0.065 0.271
```
Positions in Å, forces in eV/Å.

Results
charge	+1
frontier orbital gap	10.75	eV
HOMO energy	-15.345	eV
energy above the lowest of the compared OMol25 structures with the same formula, charge and spin	1.032	eV
calculated total energy	-953.098595	a.u.

Entry 4:
The following is a DFT calculation (the ωB97M-V functional and the def2-TZVPD basis) of 2 unconnected molecules or ions with the total composition CH7N in a non-equilibrium geometry.

Geometry as XYZ:
```
9
Properties=species:S:1:pos:R:3:forces:R:3:mulliken_charge:R:1
C 1.479 -0.011 0.003 0.548 -0.125 -1.444 -0.983
H -1.529 -0.839 -0.318 0.722 0.148 -0.484 0.236
H -1.605 0.932 -0.322 -0.588 -2.618 0.106 0.249
H -2.132 -0.022 0.964 -0.058 -0.002 -2.412 0.237
H 1.041 -0.829 0.567 0.538 -0.251 0.035 0.233
H 1.078 -0.061 -1.021 -0.393 0.177 0.393 0.239
H 2.576 -0.057 -0.232 -0.888 -0.093 1.083 0.266
H 1.167 0.908 0.481 0.242 0.292 -0.069 0.238
N -2.076 -0.022 -0.121 -0.123 2.472 2.792 -0.714
```
Positions in Å, forces in eV/Å.

Results
charge	0
frontier orbital gap	11.01	eV
HOMO energy	-10.085	eV
energy above the lowest of the compared OMol25 structures with the same formula, charge and spin	0.398	eV
calculated total energy	-97.027189	a.u.
SMILES string	C.N

Entry 5:
The following is a DFT calculation (the ωB97M-V functional and the def2-TZVPD basis) of 2 unconnected molecules or ions with the total composition CH7N2 in a non-equilibrium geometry.

Geometry as XYZ:
```
10
Properties=species:S:1:pos:R:3:forces:R:3:mulliken_charge:R:1
C -1.002 0.505 0.503 0.964 -1.423 -0.140 -0.001
N -0.612 1.599 -0.054 -0.069 -0.206 2.050 -0.176
N 1.116 -1.282 -0.229 -2.189 -0.040 1.846 -0.684
H -1.299 -0.293 -0.167 -0.507 0.417 -0.336 0.246
H -0.995 0.056 1.548 0.342 1.971 -0.937 0.308
H -0.158 2.404 0.379 -0.303 -0.400 0.640 0.272
H -0.671 1.724 -1.032 -0.251 -0.287 -1.313 0.287
H 0.466 -1.526 -0.966 0.552 -0.523 -0.008 0.274
H 2.040 -1.224 -0.524 1.773 0.244 -1.042 0.223
H 1.115 -1.963 0.543 -0.311 0.246 -0.761 0.252
```
Positions in Å, forces in eV/Å.

Results
charge	+1
frontier orbital gap	9.06	eV
HOMO energy	-14.517	eV
energy above the lowest of the compared OMol25 structures with the same formula, charge and spin	1.044	eV
calculated total energy	-151.512621	a.u.

Entry 6:
The following is a DFT calculation (the ωB97M-V functional and the def2-TZVPD basis) of 2 unconnected molecules or ions with the total composition CH7N2O in a non-equilibrium geometry.

Geometry as XYZ:
```
11
Properties=species:S:1:pos:R:3:forces:R:3:mulliken_charge:R:1
N 0.205 0.151 -1.760 -0.425 1.811 5.308 -0.319
C -0.940 0.344 -1.029 6.425 3.127 3.130 0.189
N -0.859 1.018 0.191 2.110 -1.998 -2.058 -0.349
H 1.200 0.404 -1.377 -2.811 -0.782 -0.942 0.277
H 0.130 -0.159 -2.661 -0.143 -1.019 -2.730 0.239
H -1.856 0.240 -1.440 -2.849 -0.923 -1.347 0.415
H -1.578 1.019 0.888 -0.822 -0.143 -0.242 0.282
H 0.088 1.101 0.660 -1.494 -0.223 -1.067 0.257
H 1.567 -0.736 2.350 0.456 0.748 0.174 0.326
H 1.056 -2.109 2.363 -0.473 0.986 -1.216 0.330
O 0.988 -1.274 1.816 0.025 -1.584 0.990 -0.646
```
Positions in Å, forces in eV/Å.

Results
charge	+1
frontier orbital gap	10.79	eV
HOMO energy	-15.343	eV
energy above the lowest of the compared OMol25 structures with the same formula, charge and spin	1.221	eV
calculated total energy	-226.790529	a.u.

Question: The highest energy above the lowest of the compared OMol25 structures with the same formula, charge and spin belongs to which entry?
Answer: CH6SSi

Question: frontier orbital gap of number 6 (CH7N2O)?
Answer: 10.79 eV